# CH14O6

A cluster of 6 separate species, CH14O6 in total in a non-equilibrium geometry (ωB97M-V with the def2-TZVPD basis set, OMol25).

```
21
Properties=species:S:1:pos:R:3:lowdin_charge:R:1
C -1.848 0.390 -3.805 -0.168
O -0.715 0.492 -4.644 -0.128
H -2.550 1.187 -4.026 0.082
H -1.540 0.209 -2.775 0.070
H -2.276 -0.553 -4.130 0.076
H -0.386 1.382 -4.494 0.070
H 0.692 0.562 3.152 0.030
H -0.469 1.528 2.968 -0.014
O -0.128 0.851 3.564 -0.051
H 0.989 -0.514 0.049 0.037
H 1.723 0.141 -1.129 0.043
O 1.593 0.200 -0.179 -0.048
H 4.463 -1.624 2.124 0.035
H 3.395 -0.838 1.433 0.005
O 4.355 -0.881 1.519 -0.062
H -1.289 2.131 1.547 0.029
H -0.079 2.630 0.917 0.042
O -0.820 2.968 1.442 -0.048
H -1.799 -3.580 1.398 0.029
H -1.933 -3.058 2.808 0.033
O -1.377 -3.622 2.262 -0.062
```

Summary:
Structure (SMILES): CO.O.O.O.O.O
Energy, eV: -13548.150
Energy relative to the best compared isomer or geometry (same formula, charge and spin), eV: 1.5112
Kohn-Sham gap, eV: 10.672
LUMO, eV: -0.20